57
Properties=species:S:1:pos:R:3:forces:R:3 method="wB97M-V/def2-TZVPD" gap_ev="8.146 / 7.597" s_squared=2.016 relative_energy_kj_mol=0.00 total_energy_ev=-53839.7644 e_homo_ev="-11.01 / -11.69" spin_multiplicity=3 charge=+1
Au -0.69978 0.97249 -0.13408 -0.218 0.429 -0.077
O -3.44059 4.09870 -0.08411 0.120 0.015 -0.060
C -2.48167 3.37926 -0.20081 -0.129 -0.110 0.052
N -2.49192 2.00121 -0.24118 -0.047 -0.160 -0.040
C -3.64642 1.27512 -0.44526 0.099 0.152 -0.066
O -4.68815 1.67377 -0.89822 0.007 -0.086 0.145
C -3.47798 -0.17640 -0.05328 -0.277 -0.219 -0.001
C -4.59328 -0.99362 0.02483 0.049 0.041 -0.047
C -4.42731 -2.31354 0.41275 0.054 0.035 -0.001
C -3.15318 -2.77105 0.71962 -0.046 0.034 0.020
C -2.08841 -1.89204 0.62354 0.068 -0.107 0.054
N -2.25500 -0.62947 0.23442 0.191 0.033 -0.016
C -1.08837 3.96483 -0.27331 0.064 0.299 -0.056
C -0.92251 5.33992 -0.24836 -0.042 -0.057 -0.014
C 0.35919 5.85822 -0.33420 0.044 -0.061 -0.001
C 1.43195 4.98808 -0.47270 -0.016 -0.040 0.014
C 1.18439 3.62744 -0.50113 0.052 0.038 0.004
N -0.04723 3.13917 -0.38786 -0.025 -0.089 -0.018
H -5.55672 -0.57021 -0.22129 -0.004 -0.008 -0.004
H -5.28131 -2.97351 0.48321 0.003 -0.013 -0.003
H -2.98106 -3.79154 1.03087 0.021 0.006 0.021
H -1.07527 -2.19513 0.85313 -0.036 0.001 -0.048
H -1.80411 5.96003 -0.16868 0.009 0.009 0.038
H 0.52552 6.92615 -0.29705 -0.025 0.009 -0.025
H 2.44791 5.34704 -0.55263 -0.008 0.027 -0.019
H 1.98312 2.90665 -0.62533 0.019 0.030 0.073
N 1.61507 0.09419 -2.41662 -0.019 0.021 -0.083
C 2.07776 0.22867 -1.16773 0.272 0.131 0.306
N 1.32455 0.38693 -0.10759 -0.006 -0.070 -0.103
C 2.08055 0.61976 1.03977 0.342 -0.062 0.239
C 1.58444 0.81011 2.32471 -0.075 -0.018 -0.104
C 2.47954 1.01843 3.35933 -0.058 -0.037 0.013
C 3.85276 1.05711 3.12663 0.073 -0.002 -0.004
C 4.36023 0.87093 1.85199 0.015 -0.043 -0.030
C 3.46112 0.64193 0.82277 -0.184 -0.028 -0.123
S 3.79072 0.34130 -0.86921 -0.080 -0.037 0.079
H 0.67872 -0.26282 -2.49811 -0.137 -0.144 -0.023
H 2.26038 -0.20721 -3.12750 -0.029 -0.012 -0.050
H 0.51525 0.78924 2.50035 0.008 -0.012 0.047
H 2.10547 1.13838 4.36687 0.000 0.066 -0.008
H 4.53205 1.23028 3.94966 -0.001 -0.006 0.002
H 5.42442 0.89386 1.66013 0.009 0.003 0.048
C 2.23231 -3.06918 0.85270 0.057 0.076 -0.046
C 1.21738 -3.48112 -0.14432 -0.097 -0.054 -0.004
C 0.67444 -4.81102 -0.28623 -0.072 -0.010 0.021
C -0.27589 -4.72350 -1.25073 0.016 -0.030 0.024
C -0.27639 -3.33642 -1.67821 0.047 -0.047 0.067
C -1.21392 -2.78123 -2.68611 0.101 -0.038 0.015
N 0.63029 -2.61447 -1.00176 -0.106 0.045 -0.182
H 2.50199 -3.90275 1.49708 0.019 0.024 0.028
H 1.84734 -2.25121 1.46700 0.024 0.018 0.024
H 3.14020 -2.70215 0.36611 -0.016 0.017 -0.038
H 0.97934 -5.67310 0.28548 -0.002 -0.020 -0.024
H -0.91268 -5.50106 -1.64299 0.019 -0.015 -0.003
H -1.24382 -3.42712 -3.56497 -0.067 0.011 -0.010
H -0.95103 -1.77551 -3.00431 0.054 0.067 0.053
H -2.22442 -2.75276 -2.26712 -0.034 -0.003 -0.052